(1)
# C39H42BI2N2O3W

A structure of composition C39H42BI2N2O3W at a distorted geometry (the ωB97M-V functional and the def2-TZVPD basis, the OMol25 dataset).

Atoms and positions in Å:
H -1.787 3.062 1.520
H 2.000 3.017 -1.336
C 0.166 -4.238 -1.557
H -3.944 -0.604 1.705
H 2.492 -3.579 1.707
C -0.695 5.657 -2.137
H 5.517 0.213 1.214
O -2.652 -0.284 -0.715
O -0.125 1.783 -0.514
C -0.818 6.731 -1.266
H 2.731 -3.350 4.131
C 2.621 1.426 -0.051
H -2.192 2.929 3.943
H 1.205 -1.879 5.407
H -3.731 -1.975 -0.231
C 3.871 1.415 0.542
H 4.389 -1.903 0.523
H 4.318 2.358 0.825
H -4.443 0.646 -0.374
C -0.588 -5.337 -1.940
C 1.375 2.513 2.558
H -3.416 -3.132 -2.338
H -0.203 3.597 -2.355
W 0.019 0.254 -1.480
C 2.672 -0.900 -0.227
H -0.921 5.777 -3.188
C 0.126 -1.979 -3.807
C 0.320 2.711 1.677
C -0.034 -1.403 2.293
B 0.087 -3.013 -4.943
C 0.836 -2.204 1.568
C 1.378 1.074 -3.033
O -0.118 -1.218 -0.405
H -2.560 -1.772 -3.057
H 1.453 2.154 -2.939
C 0.099 -1.280 3.669
H -0.308 2.537 5.496
C -0.073 -3.605 -0.341
I -1.800 1.333 -3.255
C 0.527 2.902 0.188
H 0.933 -3.889 -2.236
H -1.138 7.696 -1.635
H -0.822 -0.884 1.772
N 0.150 -1.201 -2.939
C -3.481 0.365 1.512
H -3.015 1.644 -0.190
C 1.959 -2.792 3.617
C 2.026 -2.184 -0.649
C -1.070 -4.103 0.495
I 3.364 0.354 -3.321
C 1.100 -1.970 4.334
H -2.495 0.388 1.964
H -1.829 -2.697 -1.724
C -3.426 0.658 0.029
H -2.595 -5.577 0.771
H 1.874 -2.179 -1.728
C -0.132 2.578 4.429
H -4.088 1.125 2.006
H -0.611 7.393 0.763
H -2.177 -6.675 -1.409
C -2.759 -2.289 -2.119
C -1.587 -5.818 -1.109
C 1.828 -2.909 2.242
H -0.565 -3.946 -4.540
C 4.537 0.226 0.755
C -3.462 -1.403 -1.124
C -0.127 5.320 0.556
C 1.150 2.437 3.927
H -4.381 -1.001 -1.561
C -1.824 -5.200 0.111
H 0.912 0.854 -3.982
H -0.395 -5.805 -2.896
H 1.249 -3.284 -5.156
C -0.966 2.856 2.192
H -1.263 -3.638 1.453
C 1.978 2.766 -0.277
C -1.191 2.794 3.556
N 2.026 0.272 -0.445
H 2.576 3.529 0.219
C -0.011 4.237 -0.311
H -0.587 -0.647 4.218
H 2.689 -3.017 -0.426
H 2.393 2.430 2.200
C -0.281 4.423 -1.662
H 1.984 2.282 4.598
H -0.410 -2.430 -5.879
C 0.686 -2.351 0.061
C 3.917 -0.943 0.373
C -0.526 6.560 0.077
H 0.094 5.207 1.609

Cartesian forces, eV/Å:
-0.0742 -0.0205 -0.0491
0.0403 -0.0099 0.0194
0.1080 -0.0632 0.0528
0.0532 0.0076 0.0166
-0.0051 0.0027 -0.0145
-0.0070 0.0105 -0.0037
0.0043 0.0027 -0.0059
0.1476 -0.0793 0.2397
0.1125 -0.1929 0.1227
0.0043 -0.0004 0.0010
-0.0009 -0.0015 -0.0009
0.0193 -0.0438 -0.1145
-0.0176 -0.0116 -0.0091
0.0007 -0.0027 -0.0004
-0.0186 -0.0087 -0.0119
0.0665 -0.0385 -0.0836
-0.0059 -0.0054 0.0004
0.0010 0.0017 0.0068
-0.0117 0.1340 -0.0505
-0.0148 -0.0308 0.0212
0.0909 -0.0412 0.0091
0.0060 -0.0102 -0.0323
0.0115 -0.0227 -0.0036
-0.6003 0.3866 -0.7457
0.0235 -0.0401 -0.0387
0.0004 0.0010 0.0001
0.0170 0.0336 0.0285
-0.0457 0.0593 0.0110
0.0744 0.0671 -0.0173
-0.0321 0.0827 -0.0494
-0.0443 -0.0119 0.0046
0.0620 0.0684 0.0667
-0.1251 0.2938 0.3354
-0.0296 0.0137 0.0285
-0.0301 -0.0118 0.0045
0.0135 -0.0049 0.0509
0.0009 0.0013 0.0004
0.1238 -0.1604 0.0368
0.2265 -0.1501 0.1763
0.1067 -0.0285 0.0316
-0.0132 -0.0405 0.0329
0.0000 -0.0003 0.0009
-0.0957 0.1074 -0.0075
0.1351 -0.0804 -0.0447
-0.0638 -0.0214 -0.0146
0.1230 0.0503 0.0961
0.0120 0.0023 -0.0236
0.0358 0.0361 -0.0101
-0.0233 0.0306 0.0011
-0.0282 0.0057 -0.0690
-0.0274 0.0191 -0.0068
0.1642 -0.0067 0.0629
-0.2054 0.0949 -0.0755
-0.1399 0.1046 -0.1961
-0.0042 -0.0024 -0.0020
0.0590 -0.0160 0.0568
0.0322 -0.0134 -0.0127
-0.0349 0.0145 0.0107
0.0007 0.0011 -0.0008
0.0008 -0.0041 0.0031
-0.0024 -0.0752 0.0130
0.0186 0.0142 -0.0184
-0.0124 -0.0810 0.0016
0.0168 0.0194 -0.0281
-0.0105 0.0079 -0.0031
0.0867 -0.1063 0.0495
0.0270 0.0080 0.0081
-0.0324 0.0116 0.0147
-0.0079 -0.0170 -0.0165
-0.0114 0.0284 0.0083
-0.0311 0.0360 -0.0212
0.0021 0.0043 0.0085
0.0099 -0.0309 0.0303
-0.0326 -0.0994 -0.0027
0.0173 0.0249 0.0078
0.0234 0.0028 0.0185
-0.0599 -0.0809 0.0140
0.0580 -0.0880 0.0516
-0.0398 -0.0039 0.0259
-0.0538 -0.0362 0.0087
0.0066 -0.0034 -0.0126
-0.0135 -0.0011 0.0452
-0.1390 0.0335 0.0950
-0.0319 -0.0435 -0.0024
0.0022 0.0006 0.0021
0.0109 -0.0348 -0.0005
0.0084 0.0563 -0.1014
0.0108 -0.0020 -0.0117
-0.0006 -0.0027 -0.0029
0.0019 0.0012 -0.0163

For the molar mass, the calculation gives 1035.2 g/mol. The gap between HOMO and LUMO is 6.47 eV. Its multiplicity is 1. The calculation puts the calculated total energy at -2533.7059 hartree. As for the net charge: +1. For the energy relative to the best compared isomer or geometry (same formula, charge and spin), the calculation gives 26.6 kJ/mol.

Here are the Mulliken charges for atoms 1 to 4, given in e: number 1, H, carries 0.7090; number 2, H, carries 0.7447; number 3, C, carries -0.1747; number 4, H, carries 0.4297

***

(2)
# C48H47BrCl2N7O7STi

A structure of composition C48H47BrCl2N7O7STi (the ωB97M-V functional and the def2-TZVPD basis, the OMol25 dataset).

Atoms and positions in Å:
C 6.146 1.623 0.393
C 1.416 2.807 -1.957
C 6.069 0.573 -0.456
C 1.300 -1.047 -5.073
O 0.689 -1.754 -1.549
H 1.652 -0.691 5.433
H -4.390 -2.312 -2.642
H -2.151 5.672 -2.853
Cl 3.500 -0.851 -6.618
H -2.365 4.490 -1.574
C 1.809 1.591 -1.454
Ti 1.310 -1.172 0.100
C -2.234 3.958 2.022
N 0.189 0.549 2.063
N -0.829 -0.995 0.263
H -1.355 -2.507 1.574
H -0.956 -4.929 -0.600
C -0.355 0.977 -1.027
O 2.846 -1.959 -0.402
H -3.682 -2.564 1.009
N 5.094 2.014 1.143
C 0.235 4.796 -3.839
C -1.032 -4.802 0.476
H 4.491 -1.451 -4.030
C -2.821 2.709 1.890
H 4.513 -3.328 3.648
C -2.618 -0.070 -1.022
C 5.175 3.151 2.052
H 0.997 3.011 2.351
C 0.657 -1.264 -3.873
H -2.498 0.595 1.927
C -1.889 4.662 -2.540
C -5.910 -1.141 0.251
H -5.830 -0.243 0.868
C -5.377 0.164 -1.806
H 5.264 2.807 3.082
H -5.694 -2.008 0.876
C -0.815 2.206 -1.483
C -2.031 1.572 1.930
C -0.034 -4.124 2.566
C -2.203 -5.124 1.145
C 3.114 -2.102 4.736
C -0.367 4.538 -2.449
C 3.412 -1.384 -3.979
H 1.077 -3.870 -0.511
O 2.933 1.684 1.756
H -3.893 2.617 1.783
C 3.564 -1.950 -1.541
C 0.066 3.172 -1.950
H -2.296 3.966 -3.276
N 2.171 -1.401 2.186
H 7.056 2.198 0.495
C 2.109 -1.168 4.577
C 1.674 -0.829 3.301
C -5.110 -2.322 -1.820
H 2.006 -3.872 0.846
H -0.036 6.593 -1.846
C 3.190 -2.254 2.360
H -6.436 0.087 -2.052
H 3.636 -2.651 1.461
H 6.899 0.266 -1.073
N 3.795 0.264 0.212
C 4.818 -0.094 -0.534
H -6.113 -2.372 -2.247
C -1.303 -0.070 -0.594
H -1.297 -4.339 4.308
C -3.534 -0.983 -0.501
C -0.649 1.687 2.053
H -3.068 -5.511 0.622
C -4.974 -1.050 -0.963
H -4.946 -3.216 -1.216
H 2.172 3.464 -2.363
H -0.026 3.994 -4.531
H 4.266 3.740 1.969
H 1.321 4.890 -3.805
Cl -1.065 -1.230 -3.802
H -2.928 0.640 -1.773
H -0.336 5.487 -0.501
C 0.164 5.591 -1.461
H -0.425 5.050 2.394
H -1.877 2.392 -1.491
H -6.941 -1.224 -0.094
C -0.868 4.079 2.220
C -1.717 -1.835 0.808
H -4.827 0.211 -2.749
H 0.726 -0.835 -5.964
C 2.686 -1.108 -5.120
H -5.232 1.098 -1.257
C -1.202 -4.457 3.235
H 0.816 -3.720 3.108
C 0.021 -4.233 1.180
O -3.865 -4.886 4.618
H 3.450 -2.400 5.720
H 2.844 1.307 -1.518
C 2.762 -1.573 -2.768
C 3.690 -2.631 3.592
H 6.037 3.762 1.797
C 1.362 -1.538 -2.684
C 3.877 1.323 1.070
H 0.431 0.770 4.092
N 0.960 0.693 -0.933
C -0.075 2.946 2.218
C -2.298 -4.901 2.512
O -4.176 -3.290 2.800
H -0.162 5.731 -4.235
S -3.976 -4.694 3.194
O -4.814 -5.619 2.469
H 1.240 5.492 -1.307
C -3.056 -1.852 0.478
N 1.103 -3.616 0.470
C 0.690 0.237 3.176
H 4.038 -2.921 -1.717
O 4.741 -1.073 -1.421
Br -3.316 5.516 1.968

Cartesian forces, eV/Å:
0.1279 -0.0724 -0.1263
-0.0996 -0.0787 0.0056
0.0248 -0.1033 -0.1551
0.0501 0.0215 0.0194
-0.0709 -0.2210 -0.4597
-0.0140 0.0176 -0.0178
-0.0059 -0.0455 -0.0147
0.0071 -0.0024 -0.0228
0.0442 0.0265 -0.0858
-0.0471 -0.0009 0.0197
0.0923 0.1776 -0.1923
-0.3199 0.2751 0.4081
-0.0702 0.1303 -0.0150
0.7343 -0.1772 0.0592
-0.6142 -0.2017 -0.2769
-0.0617 0.1574 -0.1074
-0.0284 0.0326 0.0118
-0.1645 -0.0262 0.0087
0.6923 -0.5795 -0.2041
-0.0224 0.0912 0.0425
-0.0952 -0.1007 -0.0950
-0.0255 -0.0837 0.0300
0.1361 -0.0141 -0.0592
-0.0070 0.0325 -0.0042
-0.0964 0.0356 -0.0034
-0.0133 -0.0217 -0.0444
0.0389 0.0209 0.1834
-0.0448 0.0762 0.1695
0.0105 0.0472 -0.0351
-0.0111 -0.1093 0.3946
-0.0012 -0.0429 -0.1513
0.0901 -0.0405 0.0059
0.0761 -0.0303 -0.0069
-0.0116 -0.0205 0.0221
0.0789 -0.0717 0.0737
-0.0117 -0.0019 -0.0181
-0.0236 0.0291 0.0356
0.0466 -0.0195 -0.2227
0.1683 -0.2088 -0.0019
0.1610 -0.0304 0.0248
0.2603 -0.1472 0.0634
0.0910 -0.0952 -0.1243
-0.0057 0.1459 -0.0156
0.1015 0.0428 -0.0612
0.0390 -0.0237 -0.0501
0.0878 -0.0376 -0.0339
0.0098 0.0162 0.0386
0.4003 0.0368 -0.6919
0.0963 -0.1337 0.0175
-0.0569 -0.0032 0.0394
0.0654 -0.0855 0.4768
-0.0332 0.0407 0.0588
-0.1243 0.0920 -0.1115
0.3463 -0.3235 0.1465
0.0143 0.0762 0.0654
0.0228 -0.0879 -0.0106
-0.0132 -0.0128 -0.0019
0.0884 -0.0906 -0.0870
-0.0041 0.0002 -0.0161
-0.0405 0.0170 -0.0262
0.0121 0.0155 0.0316
-0.1969 -0.0263 -0.2044
-0.1224 0.3645 0.4279
-0.0109 -0.0283 0.0298
-0.2281 0.0932 0.0168
-0.0225 0.0625 -0.0079
0.1575 0.0421 0.0919
-0.4237 0.4985 0.0575
-0.0163 0.0314 -0.0260
-0.2199 -0.0618 -0.0966
0.0111 -0.0172 -0.0292
0.0115 -0.0019 0.0115
0.0174 0.0209 -0.0338
0.0200 0.0048 -0.0327
-0.0018 -0.0236 -0.0182
-0.1084 0.0182 -0.1000
0.0134 0.0397 0.0429
-0.0214 0.0179 0.1737
-0.0078 -0.0626 -0.0674
-0.0070 0.0306 -0.0771
0.0188 -0.0155 0.0923
-0.0092 0.0041 -0.0049
-0.0431 0.1166 -0.0431
0.0400 0.0395 0.2862
0.0085 0.0345 -0.0039
-0.0094 -0.0242 -0.0015
-0.0468 -0.0199 0.1205
0.0131 0.0091 -0.0330
0.1650 -0.1270 -0.0334
-0.0349 -0.0199 0.0087
-0.0695 -0.3382 0.1676
0.1561 -0.0665 0.0565
0.0076 0.0282 0.0101
0.0520 -0.0300 0.1793
-0.3578 -0.0219 0.3848
-0.0468 0.0554 0.1821
0.0262 -0.0508 -0.0476
0.5395 -0.0302 -0.7741
0.1422 0.1696 0.2387
-0.0229 -0.0323 0.0290
-0.2842 0.3059 0.1805
0.1447 -0.2297 -0.0546
-0.7835 0.3710 -0.0418
-0.0687 -0.0701 0.0304
0.0064 0.0085 0.0006
0.2084 0.1262 -0.0209
0.0596 -0.1000 -0.0947
-0.0083 0.0214 -0.0117
-0.0753 0.0720 -0.1872
-0.3221 0.5892 0.1229
-0.3797 0.1984 0.0379
0.0243 0.0267 0.1319
-0.0955 -0.1432 0.0489
0.1248 -0.1683 -0.0176

For the molar mass, the calculation gives 1064.7 g/mol. The gap between HOMO and LUMO is 5.31 eV. Its multiplicity is 1. The calculation puts the calculated total energy at -7509.3194 hartree. As for the net charge: +1. For the energy relative to the best compared isomer or geometry (same formula, charge and spin), the calculation gives 132.3 kJ/mol.

Here are the Mulliken charges for atoms 1 to 4, given in e: number 1, C, carries -0.0833; number 2, C, carries -1.2868; number 3, C, carries -1.2455; number 4, C, carries -0.7594

***

(3)
# C10H30AgBNO4

A structure of composition C10H30AgBNO4 at a distorted geometry (the ωB97M-V functional and the def2-TZVPD basis, the OMol25 dataset).

Atoms and positions in Å:
H -18.582 19.920 18.342
H -25.820 25.904 17.037
C -23.869 25.897 16.968
C -23.557 26.375 18.477
H -24.484 26.950 15.052
O -23.394 25.230 19.213
H -30.941 26.411 22.785
C -30.334 25.509 22.701
B -27.073 19.400 16.461
H -26.759 18.360 24.297
C -24.038 27.080 16.039
C -18.075 21.812 19.161
O -25.197 18.315 23.023
H -17.073 21.643 18.766
H -25.196 19.091 24.919
O -20.412 20.743 18.642
H -29.736 25.384 23.604
H -23.021 25.296 16.640
H -22.675 26.929 18.798
H -23.800 25.922 21.280
H -31.143 24.783 22.611
C -23.040 25.507 20.618
H -26.069 17.119 25.999
H -27.345 18.530 15.884
H -24.540 27.899 16.553
H -27.080 19.273 17.532
H -25.837 16.107 24.685
O -29.105 24.152 21.100
H -24.410 16.797 25.525
H -22.732 24.540 21.016
C -18.980 20.933 18.392
Ag -25.263 21.641 19.123
H -25.314 25.045 15.787
H -18.353 22.845 18.954
H -29.890 26.036 20.672
H -26.064 19.710 16.237
H -28.648 26.047 21.773
H -22.381 26.361 20.775
H -23.004 27.403 15.920
C -25.409 17.000 25.139
C -29.501 25.430 21.490
H -18.173 21.624 20.231
H -27.748 20.221 16.278
N -25.140 25.206 16.769
C -25.673 18.285 24.361
H -24.443 26.918 18.807
H -18.818 21.253 17.363

Cartesian forces, eV/Å:
-0.1394 -0.4607 0.2697
-0.6478 -0.2341 0.2023
-0.1077 1.0519 -0.5113
-1.3525 -0.7241 -1.2962
0.0262 -0.5195 0.2440
0.2214 -1.1944 3.0196
0.3586 0.8255 0.0441
-1.9642 -0.2713 0.8046
-0.0469 0.3304 0.0379
-0.5517 0.4591 0.6043
2.4380 1.6137 0.6285
-0.6986 0.8094 1.0623
-0.0844 -0.2387 1.5814
0.0955 -0.0080 0.3309
-0.2824 0.5576 0.6101
2.9362 0.9482 -0.1234
-0.2332 -0.3023 0.1013
-0.1415 -0.3050 0.0594
0.2941 1.0478 -1.5466
-1.3226 -0.6374 -0.5015
0.1850 -0.7094 0.3785
-0.7568 -0.3308 -0.8036
0.0413 -0.0516 0.7861
-1.0030 -3.6012 -2.0382
-0.3000 0.0190 -0.0397
-0.2439 -1.0117 4.5870
0.3419 -0.0502 -0.6046
-0.5954 1.2736 0.4987
0.2555 0.1639 -0.3632
0.3781 0.4172 0.0733
-2.0263 -1.4311 -1.2381
-0.6811 -0.4138 -0.2261
0.3012 -0.1389 -0.0654
0.1592 0.1587 0.2385
-0.9380 0.2031 -0.6360
4.4069 1.3863 -1.3500
1.1571 0.5570 0.0977
1.3001 -0.3836 -0.8162
0.1423 0.8205 -0.6300
-0.9718 -0.2509 0.7631
2.1822 -1.4536 -1.3503
0.4382 0.0960 0.0512
-2.7146 3.3307 -1.0101
-0.1886 -1.0970 1.9813
1.4190 -0.5166 -3.4191
-0.3012 0.3556 0.1067
-0.7841 -0.0895 -0.5925

For the molar mass, the calculation gives 347.0 g/mol. The gap between HOMO and LUMO (alpha / beta) is 2.98 / 2.26 eV. The expectation value of S² is 0.754. Its multiplicity is 2. The calculation puts the calculated total energy at -926.0106 hartree. As for the net charge: -2.

Here are the Mulliken charges for atoms 1 to 4, given in e: number 1, H, carries 0.2919; number 2, H, carries 0.2802; number 3, C, carries 0.2754; number 4, C, carries -0.7026